No. 1
ORCA calculation (ωB97M-V/def2-TZVPD) on 2 unconnected molecules or ions with the total composition C7H12NO3S2 in a non-equilibrium geometry.

The geometry in XYZ format:
```
25
Properties=species:S:1:pos:R:3:nbo_charge:R:1
C -1.767 0.553 -0.078 0.6728
C 1.735 0.777 -1.296 0.5849
C -2.296 -1.680 0.791 -0.6056
C 0.786 2.066 0.665 -0.6680
C -2.747 -0.548 -0.132 -0.4775
C 1.902 -0.849 0.736 -0.4935
C 0.759 0.912 -0.314 0.1080
N -0.572 0.364 -0.650 -0.6375
O 2.952 1.253 -1.128 -0.7271
O -2.112 1.570 0.490 -0.6519
O 1.544 -0.108 -2.310 -0.7572
S 3.464 -0.463 1.085 -0.2320
S 1.421 -2.100 -0.270 -0.3820
H -2.096 -1.359 1.819 0.2083
H -3.192 -2.376 0.884 0.1875
H -1.465 -2.241 0.395 0.2411
H -0.168 2.219 1.162 0.2520
H 1.154 2.865 0.091 0.2244
H 1.405 1.859 1.479 0.2227
H -3.703 -0.260 0.232 0.2186
H -2.783 -0.830 -1.210 0.2026
H 1.117 -0.633 1.382 0.1722
H -0.452 -0.424 -1.273 0.4241
H 3.424 0.425 -0.597 0.4400
H 1.690 -0.992 -1.950 0.4729
```

HOMO level   -4.1 eV
Charge   -1
2S+1   1
Frontier orbital gap   0.2715 hartree
Molecular weight   222.31 g mol⁻¹
Energy above the lowest of the compared OMol25 structures with the same formula, charge and spin   3.5 kcal/mol

No. 2
ORCA calculation (ωB97M-V/def2-TZVPD) on a molecular structure, C4H6NO2 in a non-equilibrium geometry.

The geometry in XYZ format:
```
13
Properties=species:S:1:pos:R:3:nbo_charge:R:1
C -0.788 -1.125 0.098 -0.0500
C 0.525 -0.191 1.133 0.6053
C -2.157 -1.374 0.154 0.2594
C 0.599 0.563 -0.079 -0.3869
N -0.378 -0.125 -0.870 -0.6217
O -2.663 -0.895 -0.880 -0.5718
O 1.135 -0.345 2.219 -0.5336
H -2.769 -2.139 0.732 0.2358
H 0.457 1.703 -0.148 0.3167
H 1.637 0.355 -0.489 0.2819
H -0.056 -0.728 -1.646 0.4464
H -1.522 0.084 -1.218 0.4873
H 1.931 0.105 2.391 0.5313
```

HOMO level (spin up / spin down)   -13.3 / -13.3 eV
Charge   +1
2S+1   1
Frontier orbital gap (spin up / spin down)   0.2836 / 0.2836 hartree
Molecular weight   100.10 g mol⁻¹
Energy above the lowest of the compared OMol25 structures with the same formula, charge and spin   131.5 kcal/mol

No. 3
ORCA calculation (ωB97M-V/def2-TZVPD) on 2 unconnected molecules or ions with the total composition C3H11N2O in a non-equilibrium geometry.

The geometry in XYZ format:
```
17
Properties=species:S:1:pos:R:3:nbo_charge:R:1
C 1.095 1.275 1.774 -0.6263
C 0.375 0.430 0.706 -0.2395
N -1.054 0.651 0.797 -0.4836
C -1.935 -0.282 1.082 0.3961
N -3.190 -0.008 1.346 -0.7195
H 1.116 2.329 1.505 0.2251
H 2.119 0.950 1.942 0.2510
H 0.593 1.192 2.740 0.2145
H 0.652 -0.619 0.681 0.2291
H 0.770 0.827 -0.233 0.2309
H -1.368 1.615 0.763 0.4209
H -1.524 -1.274 1.221 0.2348
H -3.560 0.887 1.569 0.4301
H -3.816 -0.797 1.496 0.4365
H 3.708 -2.899 -5.433 0.4676
H 2.622 -2.240 -6.253 0.4680
O 3.395 -2.037 -5.704 -0.9356
```

HOMO level   -13.2 eV
Charge   +1
2S+1   1
Frontier orbital gap   0.3497 hartree
Molecular weight   91.13 g mol⁻¹
Energy above the lowest of the compared OMol25 structures with the same formula, charge and spin   23.4 kcal/mol

No. 4
ORCA calculation (ωB97M-V/def2-TZVPD) on a molecular structure, C18H32AuNO2P2 in a non-equilibrium geometry.

The geometry in XYZ format:
```
56
Properties=species:S:1:pos:R:3:lowdin_spin:R:1
C -0.949 3.113 -2.610 0.0030
C -0.961 2.107 -1.640 0.0100
N 0.147 1.840 -0.951 0.0977
C 1.322 2.399 -1.260 0.0078
C 1.409 3.381 -2.249 0.0029
C 0.251 3.748 -2.926 -0.0001
C -2.235 1.316 -1.374 0.0333
P -2.176 0.242 0.121 0.1225
Au 0.020 0.254 0.969 0.6195
P 2.296 0.384 0.362 0.1263
C 2.551 1.975 -0.496 0.0250
C -0.118 -1.542 2.063 0.2669
C -0.647 -1.479 3.341 0.0302
C -0.690 -2.647 4.121 0.0116
C -0.192 -3.841 3.585 -0.0090
C 0.315 -3.888 2.281 0.0152
C 0.336 -2.724 1.493 0.0451
O -1.789 -1.008 -3.937 0.0003
O 1.051 -1.294 -2.920 0.0020
H -1.858 3.305 -3.170 0.0007
H 2.376 3.825 -2.456 0.0006
H 0.295 4.497 -3.709 -0.0001
C -3.401 0.947 1.222 0.0044
C -2.747 -1.409 -0.367 0.0220
H 3.419 1.841 -1.152 0.0041
H 2.811 2.710 0.277 -0.0001
H -2.417 0.570 -2.139 0.0008
H -3.125 1.971 -1.323 0.0034
C 3.406 0.281 1.776 0.0019
C 2.737 -0.897 -0.818 0.0358
H -1.019 -0.535 3.738 0.0051
H -1.097 -2.624 5.137 0.0022
H -0.201 -4.755 4.189 -0.0004
H 0.694 -4.817 1.856 0.0025
H 0.693 -2.736 0.465 0.0087
H 0.050 -3.296 -2.562 0.0003
H 1.552 -1.531 -3.728 0.0001
H -0.980 -0.895 -3.416 0.0000
H -1.779 -0.213 -4.523 0.0000
H 0.518 -2.560 -2.693 0.0002
H -4.370 0.929 0.707 0.0020
H -3.458 0.376 2.156 -0.0001
H -3.126 1.986 1.439 0.0000
H -3.844 -1.405 -0.436 0.0047
H -2.328 -1.680 -1.346 0.0001
H -2.430 -2.148 0.383 0.0008
H 3.753 -0.695 -1.189 0.0090
H 2.677 -1.881 -0.321 -0.0001
H 2.036 -0.906 -1.709 0.0017
H 4.445 0.286 1.420 0.0015
H 3.234 1.132 2.448 -0.0004
H 3.200 -0.650 2.320 0.0004
C 0.077 1.973 2.243 0.3980
H 0.794 1.716 3.031 0.0236
H -0.935 2.121 2.636 0.0285
H 0.405 2.828 1.641 0.0279
```

HOMO level (spin up / spin down)   -6.3 / -6.4 eV
2S+1   3
<S²>   2.01
Frontier orbital gap (spin up / spin down)   0.2458 / 0.1904 hartree
Molecular weight   553.37 g mol⁻¹

No. 5
ORCA calculation (ωB97M-V/def2-TZVPD) on a molecular structure, C8H8 in a non-equilibrium geometry.

The geometry in XYZ format:
```
16
Properties=species:S:1:pos:R:3:nbo_charge:R:1
C 0.697 0.766 0.547 -0.2445
C -0.521 0.767 -0.387 -0.3011
C -1.985 1.438 -0.214 -0.1415
C -2.523 0.314 0.220 -0.2261
C 3.126 0.185 -0.217 -0.4787
C -1.027 -1.759 -0.052 -0.3988
C 1.965 0.422 0.237 0.0609
C -1.277 -0.446 0.075 0.0176
H 0.432 1.030 1.507 0.2133
H -0.138 0.682 -1.333 0.2115
H -2.159 2.506 -0.494 0.2232
H -3.566 0.145 0.489 0.2198
H 3.501 -0.901 -0.298 0.2114
H 3.885 0.833 -0.666 0.2255
H -0.094 -2.055 -0.387 0.2021
H -1.832 -2.508 0.187 0.2052
```

HOMO level   -8.6 eV
2S+1   1
Frontier orbital gap   0.3551 hartree
Molecular weight   104.15 g mol⁻¹
Energy above the lowest of the compared OMol25 structures with the same formula, charge and spin   105.7 kcal/mol

No. 6
ORCA calculation (ωB97M-V/def2-TZVPD) on a single C4H4O2 molecule.

The geometry in XYZ format:
```
10
Properties=species:S:1:pos:R:3:nbo_charge:R:1
C -0.889 -0.228 -1.755 -0.1921
C 0.138 -0.053 -1.154 -0.0658
C 1.186 0.140 -0.151 -0.1384
O 0.688 0.176 1.193 -0.4942
C -0.627 0.017 1.459 0.6312
O -1.045 -0.021 2.580 -0.5511
H -1.837 -0.376 -2.221 0.2453
H 1.715 1.079 -0.322 0.2198
H 1.924 -0.665 -0.195 0.2203
H -1.253 -0.069 0.565 0.1250
```

HOMO level   -10.3 eV
SMILES   C#CCOC=O
2S+1   1
Frontier orbital gap   0.4068 hartree
Molecular weight   84.07 g mol⁻¹
Energy above the lowest of the compared OMol25 structures with the same formula, charge and spin   43.7 kcal/mol